[1]
{"formula": "C8H12O2", "method": "the ωB97M-V functional and the def2-TZVPD basis", "symbols": ["C", "C", "C", "C", "C", "C", "O", "C", "C", "H", "H", "H", "H", "H", "H", "H", "H", "H", "H", "O", "H", "H"], "positions_angstrom": [[1.90705, 0.36654, -1.43239], [0.39278, 0.42094, -1.31141], [-0.14194, -0.37004, -0.05790], [-0.99969, -1.50744, -0.23285], [-1.52083, -2.09530, 0.92583], [-1.13973, -1.64358, 2.18868], [-1.66834, -2.23344, 3.25521], [-0.28387, -0.56964, 2.32774], [0.21799, 0.08313, 1.22459], [2.23407, -0.68041, -1.54884], [2.39464, 0.79003, -0.53823], [2.23592, 0.93825, -2.31648], [0.08908, 1.47950, -1.19893], [-0.02653, 0.05016, -2.26648], [-1.24785, -1.84686, -1.24715], [-2.15062, -2.98401, 0.78737], [-2.48360, -2.77284, 3.11190], [-0.12258, -0.17980, 3.34145], [0.95129, 0.88524, 1.38107], [0.17953, 3.67096, -2.19362], [0.20106, 4.57866, -2.57292], [0.98212, 3.61998, -1.62660]], "mulliken_charge": [-1.0924, -0.4180, 0.4943, -0.8420, -0.2915, 0.6957, -0.5615, -0.5096, -0.3609, 0.3369, 0.3025, 0.3250, 0.1235, 0.3102, 0.3222, 0.2471, 0.3145, 0.3443, 0.2795, -0.6366, 0.3063, 0.3106], "total_charge": 0, "largest_force_ev_per_a": 2.8, "homo_ev": -8.13, "smiles": "CCc1ccc(O)cc1.O", "lumo_ev": 0.72}


[2]
{"formula": "C9H19ClNO3V", "method": "the ωB97M-V functional and the def2-TZVPD basis", "symbols": ["O", "V", "O", "Cl", "C", "C", "C", "C", "C", "C", "N", "O", "C", "C", "C", "H", "H", "H", "H", "H", "H", "H", "H", "H", "H", "H", "H", "H", "H", "H", "H", "H", "H", "H"], "positions_angstrom": [[2.06664, 4.50445, 3.19602], [0.97790, 4.80332, 2.04409], [1.63606, 5.82699, 0.85488], [0.90582, 3.09004, 1.39798], [-2.00245, -0.56532, -1.72321], [-1.49366, -0.77362, -0.27163], [-1.04755, -2.25216, -0.20200], [0.44000, -2.45563, -0.58398], [1.24638, -1.53241, 0.39278], [0.98889, -0.02465, 0.06529], [-0.50230, 0.22017, 0.19263], [-0.71624, 1.51942, -0.12685], [1.71210, 0.85023, 1.16414], [1.55004, 0.26889, -1.42970], [-2.59656, -0.66772, 0.73570], [-1.17406, -0.25594, -2.36051], [-2.48042, -1.41165, -2.21651], [-2.66216, 0.30211, -1.74438], [-1.32690, -2.81102, 0.69116], [-1.35412, -2.92696, -1.00123], [0.54660, -3.46983, -0.19909], [0.55381, -2.29089, -1.65543], [2.26718, -1.84020, 0.61933], [0.86137, -1.66194, 1.40427], [1.32320, 0.55767, 2.13946], [1.63636, 1.91104, 0.92529], [2.74245, 0.50249, 1.23879], [1.19444, -0.35778, -2.24758], [2.62922, 0.12711, -1.48783], [1.20578, 1.28908, -1.59933], [-2.12000, -0.86991, 1.69492], [-3.19173, 0.24143, 0.65029], [-3.44345, -1.29735, 0.46285], [-0.37265, 1.45057, -1.02061]], "mulliken_charge": [-0.6686, 1.6161, -0.7037, -0.3065, -1.7532, 1.9273, -1.1469, -0.7733, -1.3963, 1.3496, 0.1477, -0.4490, -1.8659, -1.5656, -1.9795, 0.4087, 0.3398, 0.3883, 0.4791, 0.2072, 0.4035, 0.4053, 0.4723, 0.5045, 0.4250, 0.1870, 0.5470, 0.2757, 0.3788, 0.5165, 0.4557, 0.3433, 0.4487, 0.3815], "total_charge": 0, "largest_force_ev_per_a": 12.3, "homo_ev": -8.57, "lumo_ev": -1.73}


[3]
{"formula": "C3H14O5", "method": "the ωB97M-V functional and the def2-TZVPD basis", "symbols": ["C", "C", "C", "O", "H", "H", "H", "H", "H", "H", "O", "H", "H", "O", "H", "H", "O", "H", "H", "O", "H", "H"], "positions_angstrom": [[0.74583, -2.07435, -1.55716], [1.21914, -0.73382, -1.00254], [0.74046, 0.42139, -1.47148], [1.21478, 1.52715, -0.76894], [0.65432, -2.78424, -0.73956], [-0.25857, -2.03031, -1.97679], [1.42840, -2.46519, -2.30812], [1.89072, -0.86657, -0.16215], [0.08864, 0.54729, -2.32890], [0.93933, 2.34370, -1.19564], [0.22115, 0.63640, 3.49400], [-0.23836, 1.29495, 2.95847], [-0.41113, -0.10604, 3.39554], [2.66370, 0.81239, 1.93343], [2.26385, 1.08288, 1.08837], [1.75120, 0.64577, 2.28098], [-2.93456, -0.97422, -0.86461], [-3.88911, -1.00626, -0.72328], [-2.59584, -1.24610, -0.00112], [-1.95883, 1.72034, 0.34541], [-2.46519, 1.38980, -0.40553], [-1.06991, 1.86506, 0.00961]], "mulliken_charge": [-1.1803, -0.0394, -0.2552, -0.5112, 0.3185, 0.2981, 0.3130, 0.4073, 0.3648, 0.3186, -0.7022, 0.3431, 0.3321, -0.6495, 0.2420, 0.3992, -0.6213, 0.2943, 0.3224, -0.6213, 0.3202, 0.3070], "total_charge": 0, "largest_force_ev_per_a": 2.5, "homo_ev": -9.06, "smiles": "C/C=C/O.O.O.O.O", "lumo_ev": 0.20}


[4]
{"formula": "C27H30AsCl4F6N2O2PSSe2Zr", "method": "the ωB97M-V functional and the def2-TZVPD basis", "symbols": ["Zr", "Cl", "C", "C", "Cl", "C", "Cl", "C", "O", "C", "O", "C", "Cl", "Se", "P", "Se", "C", "C", "C", "C", "C", "C", "C", "C", "C", "C", "C", "C", "H", "H", "H", "H", "H", "H", "H", "H", "H", "H", "F", "As", "F", "F", "F", "F", "F", "C", "C", "C", "C", "N", "C", "S", "N", "C", "C", "C", "C", "H", "H", "H", "H", "H", "H", "H", "H", "H", "H", "H", "H", "H", "H", "H", "H", "H", "H", "H", "H"], "positions_angstrom": [[14.33608, 14.56672, 9.57342], [14.15828, 18.41858, 15.55872], [14.61148, 17.34448, 14.22973], [16.00395, 17.00005, 14.04873], [17.22276, 17.82336, 14.93867], [16.40712, 16.08387, 13.06032], [18.03769, 15.80402, 12.60394], [15.48485, 15.61206, 12.13207], [15.81220, 14.89662, 11.10755], [14.12722, 16.03962, 12.20196], [13.30761, 15.73858, 11.29064], [13.68499, 16.86702, 13.31473], [12.05486, 17.39421, 13.41985], [13.85118, 12.70505, 11.59063], [12.93880, 11.51377, 10.03651], [13.79376, 12.34767, 8.21335], [13.34295, 9.79681, 10.03837], [12.70749, 8.98341, 9.07895], [13.14293, 7.66208, 8.96195], [14.14256, 7.17700, 9.79824], [14.68083, 7.96238, 10.81960], [14.26221, 9.29292, 10.95303], [11.15640, 11.72164, 10.09917], [10.48360, 11.19325, 11.18185], [9.14451, 11.36016, 11.27977], [8.45538, 12.00141, 10.26551], [9.10166, 12.59566, 9.18898], [10.48037, 12.41752, 9.08327], [11.87956, 9.31987, 8.42316], [12.79935, 7.01336, 8.14630], [14.51602, 6.18074, 9.61774], [15.48359, 7.56766, 11.41674], [14.70169, 9.88295, 11.74473], [11.02313, 10.60355, 11.94874], [8.62417, 10.97168, 12.13245], [7.37764, 12.14612, 10.33247], [8.50358, 13.06984, 8.39369], [11.06827, 12.80355, 8.26450], [12.30087, 15.21827, 9.02294], [12.66112, 16.62834, 7.76969], [12.97746, 15.32871, 6.74768], [11.02608, 16.77549, 7.38955], [13.26267, 17.64139, 6.56823], [12.59728, 17.71773, 9.00276], [14.37541, 16.28270, 8.41477], [19.01780, 10.54083, 5.93686], [18.20416, 9.30132, 6.24768], [16.92516, 9.64751, 7.05221], [17.24289, 10.47606, 8.32524], [17.41074, 11.88507, 7.97004], [17.19114, 12.86800, 8.82761], [16.54670, 14.43748, 8.20942], [17.44684, 12.72185, 10.12148], [18.49598, 11.90327, 10.70366], [19.86519, 12.19927, 10.11662], [20.26813, 13.66498, 10.36821], [20.29915, 14.60416, 9.15953], [19.94724, 10.29642, 5.42854], [19.37910, 11.06001, 6.84137], [18.44900, 11.20191, 5.30926], [18.82425, 8.61297, 6.78535], [17.90269, 8.81737, 5.30460], [16.50137, 8.70334, 7.36876], [16.21236, 10.17048, 6.40604], [18.14753, 10.09544, 8.80284], [16.42222, 10.39784, 9.03106], [17.03485, 12.13136, 7.07895], [17.23919, 13.57056, 10.70635], [18.28776, 10.84181, 10.61570], [18.50202, 12.17118, 11.76549], [19.88899, 11.91983, 9.07467], [20.59985, 11.56003, 10.59336], [21.27360, 13.71099, 10.86354], [19.61904, 14.05820, 11.14699], [20.90652, 14.21954, 8.35147], [20.71907, 15.58403, 9.50060], [19.34307, 14.88533, 8.78588]], "mulliken_charge": [0.8259, -0.1377, 0.1678, 0.2473, -0.1223, 0.1487, -0.2347, -0.1506, 0.3646, 0.3983, -0.6305, 0.2318, -0.1390, -0.4012, 1.1641, -0.4409, 0.7344, -0.5330, -0.6063, -0.4926, -0.5865, -0.5176, 0.7251, -0.6099, -0.7088, -0.4364, -0.8466, -0.1521, 0.3630, 0.3711, 0.4160, 0.4323, 0.3166, 0.3066, 0.4417, 0.3743, 0.3984, 0.4888, -0.6274, 2.0572, -0.4169, -0.4191, -0.4260, -0.4126, -0.6136, -0.7758, -0.5576, -0.8654, -0.3283, 0.5424, -0.3689, -0.4178, 0.7218, -1.0440, 0.0492, 0.0310, -1.1183, 0.4134, -0.0180, 0.2655, 0.3344, 0.3769, 0.2753, 0.3988, 0.2135, 0.1532, 0.4062, -0.2029, 0.2623, 0.5916, -0.2575, 0.5228, 0.3791, -0.2081, 0.3352, 0.3771, 0.2016], "total_charge": 1, "largest_force_ev_per_a": 2.3, "homo_ev": [-11.20, -11.34], "spin_multiplicity": 2, "s2": 0.775, "lumo_ev": [-3.39, -5.31]}